Entry 1:
{
  "formula": "C18H45AlF2NO16P3S2",
  "method": "ωB97M-V with the def2-TZVPD basis set",
  "elements": ["C", "O", "C", "P", "H", "H", "H", "C", "H", "H", "H", "N", "O", "H", "H", "O", "F", "O", "H", "H", "C", "C", "S", "H", "H", "H", "P", "O", "O", "H", "O", "C", "C", "H", "C", "O", "H", "H", "H", "C", "C", "H", "H", "H", "O", "H", "C", "H", "H", "H", "H", "H", "H", "O", "H", "P", "H", "C", "H", "F", "H", "C", "H", "O", "H", "H", "H", "Al", "H", "O", "C", "H", "C", "H", "H", "C", "H", "O", "C", "H", "H", "C", "O", "H", "S", "O", "O", "H"],
  "xyz": [[8.468, 12.198, -3.911], [6.295, 3.434, -10.406], [10.278, 6.663, -4.909], [5.494, 3.324, -8.961], [2.500, 9.171, -1.039], [1.208, 7.020, -1.817], [9.459, 12.635, -3.786], [3.266, 3.495, -10.337], [0.947, 11.386, -3.903], [0.991, 9.521, -1.884], [2.621, 7.024, -2.789], [3.825, 4.645, -5.116], [9.980, 9.057, -7.290], [5.336, 2.765, -6.335], [8.964, 10.198, -3.244], [4.077, 2.721, -9.439], [5.335, 4.150, -3.299], [4.009, 2.257, -3.795], [11.347, 8.682, -9.349], [7.562, 10.292, -4.400], [11.606, 9.614, -8.847], [1.737, 7.618, -2.559], [3.876, 3.690, -3.693], [11.971, 8.942, -6.787], [12.365, 6.728, -4.637], [-0.960, 11.838, -5.372], [1.547, 8.223, -5.166], [7.851, 8.301, -5.883], [6.261, 2.150, -8.066], [3.685, 1.960, -11.719], [5.282, 4.572, -8.162], [-1.510, 7.353, -7.320], [3.590, 3.045, -11.754], [9.435, 6.224, -4.376], [8.221, 3.176, -11.738], [10.244, 8.062, -4.868], [8.000, 4.434, -10.072], [11.427, 6.283, -3.220], [12.668, 9.790, -9.020], [-0.182, 11.171, -5.744], [11.532, 6.116, -4.291], [-1.579, 8.347, -7.762], [-0.210, 10.070, -4.031], [7.852, 3.893, -12.472], [0.914, 7.621, -3.796], [5.304, -0.212, -7.125], [11.249, 9.533, -7.351], [9.306, 3.281, -11.762], [-1.855, 6.749, -8.159], [0.380, 11.603, -6.573], [11.798, 5.084, -4.524], [0.436, 7.368, -7.925], [11.099, 10.431, -9.362], [0.279, 8.153, -6.211], [11.361, 10.497, -6.853], [9.255, 8.843, -5.867], [0.319, 6.116, -6.627], [4.811, 0.716, -6.838], [-0.754, 10.372, -6.216], [2.426, 4.979, -6.918], [3.940, 0.914, -7.463], [0.593, 10.588, -4.555], [7.965, 12.515, -2.997], [2.675, 2.748, -6.313], [2.893, 3.370, -12.527], [10.271, 6.239, -5.913], [7.938, 2.190, -12.106], [5.560, 6.643, -6.127], [2.225, 3.253, -10.125], [1.723, 9.834, -4.878], [5.786, 1.876, -6.776], [8.127, 2.700, -9.708], [8.545, 10.678, -4.128], [4.602, 3.416, -11.914], [-2.140, 7.410, -6.433], [7.663, 3.439, -10.362], [3.331, 4.572, -10.184], [1.335, 4.302, -4.950], [-0.068, 7.061, -7.008], [4.413, 0.381, -5.880], [2.597, 9.564, -2.667], [1.956, 9.022, -1.972], [2.757, 7.498, -5.639], [8.063, 12.716, -4.780], [2.562, 3.994, -5.607], [3.111, 4.164, -2.541], [9.343, 10.330, -5.286], [6.650, 1.561, -6.191]],
  "forces_ev_per_a": [[1.0, 0.0, -0.6], [-2.4, 0.4, 2.7], [0.0, -2.5, -0.4], [0.1, -2.0, 2.6], [-0.3, -1.0, 0.2], [-0.5, -0.1, -0.5], [0.3, -0.3, -0.1], [-1.3, 0.4, -0.2], [0.1, 0.0, -0.1], [0.1, 0.0, 0.0], [0.3, 0.4, -0.1], [2.1, -0.9, 3.6], [-4.1, -2.1, 2.0], [0.2, 0.1, 0.0], [-0.1, -0.2, -0.1], [1.4, 0.6, 0.1], [-0.5, 0.1, -0.9], [-0.7, 2.0, -1.6], [0.0, 0.0, 0.1], [-0.2, 0.0, 0.7], [0.3, 0.1, 0.3], [0.3, -0.2, 1.5], [3.5, -1.3, 7.7], [-0.1, -0.7, -0.2], [0.2, 0.0, 0.1], [0.3, 0.3, 0.0], [1.6, 1.0, 4.5], [0.8, -0.4, -0.7], [-0.7, 3.0, -4.5], [-0.3, 0.0, -0.4], [0.5, -0.7, -1.4], [-0.8, 0.3, -1.2], [0.9, -0.5, 0.1], [-0.4, 0.3, 0.0], [0.0, 0.5, -0.8], [-0.7, 1.0, -1.0], [0.0, 0.6, 0.4], [0.5, -0.3, 0.1], [0.1, -0.1, 0.3], [-0.2, -0.6, -0.6], [0.7, 1.2, 0.8], [0.1, 0.3, 0.1], [0.6, -0.6, 0.5], [-0.1, 0.1, 0.0], [0.5, 0.9, -2.3], [0.2, 0.2, -0.7], [3.6, 1.6, -1.1], [0.0, -0.2, 0.3], [-0.1, -0.6, 0.4], [0.3, 0.4, 0.5], [-0.5, 0.0, 0.0], [0.5, -0.2, -1.2], [-0.3, 0.0, 0.2], [0.4, -0.2, 0.3], [-0.4, 0.4, -0.3], [0.2, 1.8, 0.6], [-0.1, 0.0, -0.1], [-0.3, -0.7, 0.3], [-0.1, -0.2, 0.0], [0.2, -0.4, 0.8], [0.2, 0.0, -0.2], [-2.2, 2.1, 0.1], [-0.4, -0.5, -0.1], [0.6, 0.3, 1.5], [0.0, 0.1, 0.3], [-0.4, 0.5, -0.5], [0.0, -0.2, 0.2], [0.8, 0.8, -0.1], [0.0, -0.5, 0.2], [0.5, -3.9, -1.9], [-1.0, -1.4, 1.9], [-0.5, 0.1, 0.8], [-0.6, 0.7, 0.1], [-0.1, 0.1, -0.6], [0.1, -0.6, 0.0], [2.7, -1.3, -1.8], [0.6, 0.0, 0.1], [0.9, -0.4, 1.0], [-0.3, 0.8, 1.4], [0.0, 0.7, 0.4], [-0.2, 0.3, -0.1], [0.4, 0.2, -1.3], [-1.3, 1.0, -0.2], [-0.3, -0.1, 0.1], [-6.9, 0.4, -8.6], [0.5, 0.1, -3.4], [0.2, -0.7, -0.4], [0.1, 0.3, 0.0]],
  "mulliken_spin": [0.00, -0.31, 0.00, 0.03, 0.00, 0.00, 0.00, -0.02, 0.01, 0.00, 0.00, 0.51, 0.00, -0.01, 0.00, -0.23, 0.00, 0.07, 0.00, 0.00, 0.00, 0.01, -0.05, 0.00, 0.00, 0.00, -0.03, 0.00, 0.01, 0.00, -0.18, 0.12, -0.07, 0.00, -0.03, 0.00, -0.09, 0.00, 0.00, 0.02, 0.00, 0.02, 0.00, -0.01, 0.02, 0.00, 0.00, 0.00, 0.01, 0.00, 0.00, 0.13, 0.00, 0.47, 0.00, 0.00, 0.01, 0.00, 0.00, -0.01, 0.00, 0.00, 0.00, 0.25, 0.00, 0.00, -0.01, 0.01, -0.02, 0.05, 0.01, -0.02, 0.00, -0.02, 0.02, -0.03, 0.00, 0.20, 0.09, 0.00, 0.00, 0.00, 0.06, 0.00, -0.08, 0.12, 0.00, 0.00],
  "total_charge": 3,
  "spin_multiplicity": 2,
  "homo_ev": [-16.372, -16.372],
  "gap_ev": [2.1, 2.4]
}

Entry 2:
{
  "formula": "C55H57AsN3OsP2",
  "method": "ωB97M-V with the def2-TZVPD basis set",
  "elements": ["C", "C", "H", "H", "C", "H", "H", "C", "C", "C", "C", "C", "H", "As", "P", "C", "H", "H", "C", "C", "H", "C", "H", "C", "C", "C", "C", "H", "C", "H", "H", "C", "H", "H", "P", "C", "H", "H", "C", "C", "C", "H", "H", "C", "H", "H", "C", "H", "H", "C", "Os", "H", "C", "C", "H", "H", "C", "C", "H", "C", "C", "C", "H", "H", "H", "H", "C", "H", "H", "H", "C", "C", "H", "H", "C", "H", "H", "H", "H", "C", "H", "N", "C", "C", "H", "H", "C", "C", "C", "C", "H", "C", "H", "H", "C", "H", "H", "H", "H", "C", "C", "C", "N", "C", "C", "C", "H", "N", "H", "C", "H", "C", "H", "H", "C", "H", "C", "H", "H"],
  "xyz": [[-3.333, 4.544, 1.388], [4.266, 0.199, -2.453], [5.779, -2.633, -3.521], [0.586, 3.329, -1.317], [6.296, 0.244, 2.253], [-4.773, -2.759, -5.532], [-3.516, -3.993, -5.402], [0.104, 1.674, -5.789], [6.178, 0.851, 1.012], [2.796, -1.700, -2.229], [1.257, 2.304, -5.328], [-2.522, -1.199, -1.623], [-0.201, 3.442, 0.763], [-1.938, -0.631, 0.116], [1.624, 0.683, -1.594], [-1.961, 2.226, 0.613], [-0.240, 1.856, -6.798], [1.895, 4.154, -0.451], [-3.451, -0.968, -3.808], [2.748, -2.009, 0.905], [3.614, 4.199, 1.071], [1.132, 2.961, 3.041], [-3.862, 5.439, 1.684], [-1.750, 0.134, 3.297], [1.967, 5.039, 3.904], [5.009, -1.991, -3.114], [1.113, 3.951, 4.012], [3.741, -5.197, 3.568], [-3.805, -1.099, 3.831], [0.435, 3.874, 4.851], [-3.930, 1.344, 0.491], [-0.149, 0.580, -3.666], [1.951, 5.813, 4.660], [-1.781, -4.523, -1.126], [2.182, 1.651, 0.857], [-5.409, -1.934, 2.208], [6.208, -0.216, -3.253], [0.775, -4.508, 2.972], [4.931, 1.251, 0.548], [0.994, 1.218, -3.199], [-2.321, -2.572, -1.838], [-1.473, 0.296, -5.329], [4.455, 1.261, -2.353], [5.251, -0.630, -2.962], [-4.713, -2.332, -0.779], [-2.560, -4.170, -3.234], [2.891, 4.140, 1.876], [-3.887, -0.344, -4.581], [-2.389, 1.584, -2.001], [3.359, -5.358, 2.556], [0.417, 0.010, 0.627], [3.275, -1.283, 0.309], [2.009, 3.059, 1.963], [-5.846, -2.300, 4.659], [-6.104, -1.474, 5.333], [-1.851, 0.401, 4.348], [3.803, 1.026, 1.330], [-2.707, -3.111, -3.058], [3.048, 0.275, 3.210], [-5.021, -1.798, 3.545], [-1.951, 4.556, 1.254], [-5.199, -1.543, -0.200], [2.654, -6.186, 2.603], [-6.261, -1.770, -0.149], [-4.134, 1.357, -1.860], [4.199, -5.636, 1.925], [-3.708, -2.923, -5.364], [7.057, 1.026, 0.406], [-6.362, -2.394, 1.981], [-5.255, -2.995, 5.268], [1.711, 2.068, -4.044], [3.037, -0.336, -2.072], [-0.680, -0.114, -3.027], [5.269, -0.417, 4.021], [2.700, -4.108, 2.074], [-1.394, 5.463, 1.451], [-5.111, 3.358, 1.199], [1.832, -2.117, -1.952], [-3.537, -0.958, 4.872], [1.367, -3.816, 2.388], [2.096, 3.727, -2.143], [-1.239, 1.081, 0.241], [3.924, 0.426, 2.585], [5.170, 0.038, 3.044], [-6.754, -2.793, 4.325], [-2.237, -3.431, 0.165], [2.854, 5.135, 2.837], [1.671, 3.400, -1.200], [3.780, -2.526, -2.753], [-4.032, 3.374, 1.119], [-1.603, 1.052, 2.742], [-1.719, -3.487, -0.798], [1.807, 2.970, -5.979], [0.463, 2.111, 3.118], [-3.075, -0.373, -2.614], [-5.065, -0.617, -0.754], [4.406, -3.328, 1.009], [-3.404, 1.572, -3.436], [7.270, -0.059, 2.614], [-3.340, -0.849, 1.490], [3.378, -3.167, 1.306], [-3.358, 2.230, 0.731], [1.467, -1.728, 1.217], [-1.272, 3.414, 0.867], [0.796, -2.650, 1.950], [-2.984, -0.606, 2.854], [3.528, 5.978, 2.766], [2.283, 2.103, -0.799], [-0.237, -2.421, 2.171], [-3.284, -2.330, -4.054], [4.835, 1.742, -0.412], [-0.590, 0.805, -4.964], [-0.852, -0.485, 3.204], [3.587, -3.583, -2.886], [-4.636, -1.454, 1.181], [-3.175, -2.450, -6.190], [-3.256, 1.112, -2.461], [-0.665, -3.258, -0.622], [2.632, 2.535, -3.715]],
  "forces_ev_per_a": [[0.0, 0.0, 0.0], [0.0, 0.0, 0.0], [0.0, 0.0, 0.0], [0.0, 0.0, 0.0], [0.0, 0.0, 0.0], [0.0, 0.0, 0.0], [0.0, 0.0, 0.0], [0.0, 0.0, 0.0], [0.0, 0.0, 0.0], [0.0, 0.0, -0.1], [0.0, 0.0, 0.0], [0.0, 0.0, 0.0], [0.1, 0.0, 0.0], [-0.2, 0.0, 0.0], [0.2, 0.1, 0.0], [0.0, 0.0, 0.0], [0.0, 0.0, 0.0], [0.0, 0.0, 0.0], [0.0, 0.0, 0.0], [0.0, 0.0, 0.0], [0.0, 0.0, 0.0], [0.0, 0.0, 0.0], [0.0, 0.0, 0.0], [0.0, -0.1, 0.1], [0.0, 0.0, 0.0], [0.0, 0.0, 0.0], [0.0, 0.0, 0.0], [0.0, 0.0, 0.0], [0.0, 0.0, 0.0], [0.0, 0.0, 0.0], [0.0, 0.0, 0.0], [0.0, 0.0, 0.0], [0.0, 0.0, 0.0], [0.0, 0.0, 0.0], [0.0, 0.0, 0.0], [0.0, 0.0, -0.1], [0.0, 0.0, 0.0], [0.0, 0.0, 0.0], [0.0, 0.0, -0.1], [-0.1, -0.1, 0.1], [0.0, 0.0, 0.0], [0.0, 0.0, 0.0], [0.0, 0.0, -0.1], [0.0, 0.0, 0.0], [0.0, 0.0, 0.0], [0.0, 0.0, 0.0], [0.0, 0.0, 0.0], [0.0, 0.0, 0.0], [0.0, 0.0, 0.0], [0.0, 0.0, 0.0], [0.1, 0.2, -0.2], [0.0, 0.0, 0.0], [0.0, 0.0, 0.0], [0.0, 0.0, 0.0], [0.0, 0.0, 0.0], [0.0, 0.0, 0.0], [0.0, 0.0, 0.0], [0.0, 0.0, 0.0], [0.0, 0.0, 0.0], [0.0, 0.0, 0.1], [0.0, 0.0, 0.0], [0.1, -0.1, -0.1], [0.0, 0.0, 0.0], [0.0, 0.0, 0.0], [0.0, 0.0, 0.0], [0.0, 0.0, 0.0], [0.0, 0.0, 0.0], [0.0, 0.0, 0.0], [0.0, 0.0, 0.0], [0.0, 0.0, 0.0], [0.0, 0.0, 0.0], [0.0, 0.0, -0.1], [0.0, 0.0, 0.0], [0.0, 0.0, 0.0], [0.0, 0.0, 0.0], [0.0, 0.0, 0.0], [0.0, 0.0, 0.0], [0.0, 0.0, 0.0], [0.0, 0.0, 0.0], [0.0, 0.0, 0.0], [0.0, 0.0, 0.1], [-0.1, -0.1, 0.0], [0.0, 0.0, 0.0], [0.0, 0.0, 0.0], [0.0, 0.0, 0.0], [0.0, 0.0, 0.0], [0.0, 0.0, 0.0], [0.2, 0.0, 0.0], [0.0, 0.0, 0.0], [0.0, 0.0, 0.0], [0.0, 0.1, -0.1], [0.0, 0.0, 0.0], [0.0, 0.0, 0.0], [0.0, 0.0, 0.0], [0.0, 0.1, 0.0], [0.0, 0.1, 0.0], [0.0, 0.0, 0.0], [0.0, 0.0, 0.0], [0.0, 0.0, 0.0], [0.1, -0.1, -0.1], [0.0, 0.0, 0.0], [0.0, 0.0, 0.0], [0.0, 0.0, 0.0], [0.0, 0.0, 0.0], [0.0, 0.1, 0.0], [0.0, 0.0, 0.1], [0.0, 0.0, 0.0], [-0.4, 0.0, 0.1], [0.0, 0.0, 0.0], [0.0, 0.0, 0.0], [0.0, 0.0, 0.2], [0.0, 0.0, 0.0], [0.0, 0.0, 0.0], [0.0, 0.0, 0.0], [0.0, 0.0, 0.0], [0.0, 0.0, 0.0], [0.0, 0.0, 0.0], [0.0, 0.0, 0.0], [0.0, -0.1, 0.0]],
  "mulliken_spin": [0.08, 0.00, 0.00, 0.00, 0.00, 0.00, 0.00, 0.00, 0.00, 0.02, 0.00, -0.03, 0.05, 0.18, 0.25, -0.04, 0.00, 0.00, 0.00, 0.02, 0.00, 0.02, 0.00, 0.13, 0.00, 0.00, 0.01, 0.00, 0.29, 0.00, -0.01, 0.05, 0.00, 0.00, 0.24, 0.11, 0.00, 0.00, 0.01, -0.01, 0.01, 0.00, 0.00, 0.00, 0.01, 0.00, 0.00, 0.00, 0.00, 0.00, 2.03, 0.01, -0.07, 0.00, 0.03, 0.00, -0.03, 0.00, 0.00, 0.14, -0.05, 0.01, 0.00, 0.00, 0.00, 0.00, 0.00, 0.00, 0.00, 0.03, 0.01, -0.03, -0.02, 0.00, 0.02, 0.00, 0.00, 0.00, 0.00, 0.00, 0.00, 0.26, 0.02, 0.00, 0.00, 0.00, 0.00, 0.00, 0.01, -0.03, -0.04, -0.02, 0.00, 0.00, 0.00, 0.00, 0.00, 0.00, 0.00, 0.22, 0.00, 0.09, -0.05, 0.06, 0.03, -0.14, 0.00, 0.04, 0.00, 0.00, 0.00, 0.01, -0.01, 0.00, 0.07, 0.00, 0.01, 0.00, 0.00],
  "total_charge": 3,
  "spin_multiplicity": 5,
  "e_above_lowest_kj_mol": 42.59,
  "homo_ev": [-14.535, -15.413],
  "gap_ev": [6.6, 4.1]
}

no.,strongest force on any atom (hartree/bohr)
1,0.215
2,0.008